This record from the OMol25 dataset describes the molecule C3H5NOS. The level of theory is ωB97M-V/def2-TZVPD.

Results
relative energy (zero: lowest compared OMol25 entry of this formula, charge and spin)	75.8	kcal/mol
orbital gap	0.3521	Ha
energy	-17561.980	eV
structure (SMILES)	C=CS/C=N\O
net charge	0
LUMO	0.8	eV
F_max	2.342	eV/A

Each line ends with the Löwdin charge.
CARTESIAN COORDINATES (ANGSTROEM)
C1 -1.666 -1.648 -0.161  -0.0685
C2 -0.673 -0.755 -0.342  -0.5233
S1 -0.976 0.962 -0.298  0.9381
C3 0.379 1.717 0.492  -0.5273
N1 1.634 1.573 0.495  -0.0626
O1 2.065 0.463 -0.257  -0.1186
H1 -2.669 -1.428 0.229  0.0584
H2 -1.478 -2.694 -0.294  0.0442
H3 0.233 -1.195 -0.752  0.0619
H4 0.094 2.653 0.959  0.0656
H5 3.057 0.353 -0.072  0.1319